# 1
19
Properties=species:S:1:pos:R:3:forces:R:3:nbo_charge:R:1 method="wB97M-V/def2-TZVPD" lumo_ev=0.07 de_lowest_kj_mol=20.89 orbital_gap_ev=8.4
C -1.021416 0.938050 0.307444 -0.098 -0.278 -0.875 -0.49
C -1.668664 1.529991 -0.691361 0.700 0.266 0.591 0.70
C -1.553969 -0.123430 1.290569 -1.309 0.008 -1.797 -0.43
C -0.485802 -1.177336 1.713421 -2.477 1.326 1.325 -0.30
N 1.831743 2.008998 -2.269124 -0.099 1.581 -2.674 -1.20
N -0.399762 -2.408901 0.954443 -1.732 0.234 0.245 0.54
O -0.046911 -2.329539 -0.190823 0.654 -0.262 -1.163 -0.39
O -0.802856 -3.397055 1.521325 0.247 -0.783 -0.137 -0.36
O -2.094686 2.188236 -1.553108 -0.169 -0.550 0.270 -0.45
P 1.199511 0.702877 -1.551256 -0.842 -0.880 1.205 0.84
S 0.670527 1.557034 0.435570 -0.718 -0.485 -0.780 -0.06
S 2.865528 -0.507062 -0.984116 0.354 0.806 -0.417 -0.34
H -2.492721 -0.631125 0.934461 0.983 0.313 -0.233 0.24
H -2.001173 0.607927 1.962406 0.625 -1.040 1.709 0.26
H 0.390479 -0.675827 1.581145 2.824 1.078 -0.071 0.24
H -0.634879 -1.481430 2.726630 0.006 -0.049 0.590 0.23
H 1.598206 2.277843 -3.242668 -0.487 -0.677 1.073 0.41
H 2.769506 2.256875 -2.186478 1.837 0.503 0.781 0.39
H 1.877339 -1.336124 -0.758477 -0.299 -1.112 0.359 0.16



# 2
44
Properties=species:S:1:pos:R:3:forces:R:3:nbo_charge:R:1 method="wB97M-V/def2-TZVPD" total_charge=+2 lumo_ev="-9.36 / -8.88" orbital_gap_ev="6.4 / 6.6"
W -0.562699 -0.149166 -0.583699 -0.319 2.290 -1.903 1.96
C 0.318135 -2.872803 -0.780227 -0.093 -0.805 0.437 -0.24
C -0.352865 -2.727663 0.637036 0.727 -0.806 0.245 -0.23
N -1.395809 -1.667007 0.674838 -0.091 -0.513 -0.284 -0.63
C -1.745751 -0.974430 1.963827 -0.307 0.208 0.608 -0.27
C -1.333850 0.507472 2.052722 -0.138 0.137 0.340 0.27
C -1.360436 1.235900 3.232579 -0.071 -0.094 -0.349 -0.22
C -0.735769 2.480939 3.263904 0.080 -0.232 -0.303 -0.06
C 0.039680 2.902850 2.184213 -0.263 -0.173 -0.188 -0.22
C 0.021349 2.143378 1.027460 0.231 0.196 -0.125 0.28
C 1.003223 2.338127 -0.137421 0.222 0.482 0.429 -0.27
N 0.911651 1.297209 -1.231144 -0.154 0.566 -0.122 -0.64
C 2.137260 0.490288 -1.572703 0.656 -0.447 -0.165 -0.23
C 1.971418 -1.085256 -1.683492 0.842 0.154 -0.003 -0.23
N 0.575976 -1.630244 -1.603606 0.114 -0.532 -0.100 -0.68
N -0.783698 1.066792 0.956815 -0.394 0.882 2.115 -0.56
H -0.343810 -3.500854 -1.385343 0.149 0.180 0.006 0.24
H 1.251593 -3.426511 -0.633833 -0.136 0.075 -0.071 0.25
H 0.400357 -2.522911 1.402142 -0.321 -0.091 -0.214 0.24
H -0.780548 -3.712132 0.869230 -0.021 0.242 -0.063 0.25
H -2.267457 -2.070529 0.307539 0.387 0.378 -0.079 0.45
H -1.275308 -1.491166 2.810349 -0.046 0.051 -0.209 0.26
H -2.830867 -1.041318 2.110214 0.229 -0.079 -0.086 0.27
H -1.838054 0.843177 4.115809 -0.035 -0.099 0.097 0.26
H -0.779178 3.078408 4.160890 0.036 0.049 0.108 0.26
H 0.649525 3.788030 2.263977 0.079 0.109 -0.067 0.27
H 2.014557 2.332959 0.293060 -0.234 -0.041 -0.121 0.26
H 0.849331 3.332383 -0.573008 0.005 -0.234 -0.047 0.28
H 0.689267 1.833146 -2.077419 -0.092 -0.307 0.335 0.44
H 2.913304 0.682214 -0.824755 -0.249 -0.006 -0.132 0.24
H 2.521638 0.846248 -2.533829 -0.174 0.053 0.193 0.25
H 2.569098 -1.547303 -0.893966 -0.181 0.091 -0.188 0.24
H 2.411991 -1.382634 -2.641013 -0.214 -0.036 0.149 0.25
H 0.317920 -1.885669 -2.564017 -0.215 0.325 0.357 0.46
S 2.459293 -0.445150 2.987973 0.037 0.057 0.094 0.19
C 1.630784 -0.432719 1.668905 -0.160 -0.151 -0.418 0.17
N 1.001026 -0.448155 0.646069 0.888 -0.641 0.589 -0.81
O -2.535877 0.080481 -0.727798 0.658 1.138 1.213 -0.44
N -2.081067 -0.592376 -1.792928 -2.213 -2.818 -2.215 -0.23
C -1.480006 0.322599 -2.629107 0.804 0.243 1.195 -0.18
C -1.638007 1.705912 -2.314537 -0.389 0.494 -0.592 0.21
N -1.696826 2.824719 -2.043518 0.195 -0.023 0.129 -0.16
C -0.766683 -0.089362 -3.776728 0.177 -0.237 -0.640 0.22
N -0.073814 -0.437875 -4.625459 -0.005 -0.037 0.046 -0.18



# 3
11
Properties=species:S:1:pos:R:3:forces:R:3:nbo_charge:R:1 method="wB97M-V/def2-TZVPD" lumo_ev="0.26 / 0.09" de_lowest_kj_mol=527.55 orbital_gap_ev="8.5 / 8.6"
C -1.081964 0.964577 0.106037 -0.226 -5.075 0.443 -0.40
C -1.794861 -0.010697 -0.547251 2.127 0.951 3.222 0.16
C -0.452144 -0.151786 0.845954 0.429 -1.218 0.674 0.15
C 1.868768 -0.310082 -0.245804 -2.442 0.255 -2.202 -0.51
O -1.359049 -1.106508 0.243443 0.567 1.109 -0.520 -0.53
H -0.787799 1.915592 0.024679 0.587 3.420 -0.540 0.21
H -2.349379 -0.125952 -1.391268 -1.661 -0.399 -2.056 0.19
H -0.059922 -0.441532 1.892425 -0.780 0.923 -1.850 0.21
H 2.425282 -1.032457 0.223083 1.037 -1.888 0.838 0.17
H 1.888498 0.614223 0.197248 0.293 2.170 0.803 0.16
H 1.702574 -0.315376 -1.348542 0.069 -0.247 1.187 0.19



Maximum force (eV Å⁻¹)
3.11; 4.21; 5.10
Calculated total energy (hartree)
-1629.45281; -1560.28676; -231.02279